[1]
A molecular structure, C39H33AsCl3F10N6O9SSi2TeTi in a non-equilibrium geometry. Source: the Open Molecules 2025 dataset; level of theory: wB97M-V/def2-TZVPD.

Calculated values
relative energy (zero: lowest compared OMol25 entry of this formula, charge and spin)	139.9	kcal per mole
net charge	-2
spin multiplicity	4

Each line ends with the Mulliken charge.
Positions of all 106 atoms, in Å:
Ti -1.11244 -0.12948 -0.31584  -1.55
C -7.06304 -0.69208 2.78806  -1.72
C -5.91944 0.09062 2.21476  1.43
C -5.62894 0.00922 0.85736  -0.99
C -4.57594 0.72292 0.30976  0.33
C -3.77544 1.49682 1.13416  -0.77
C -4.06684 1.60832 2.48396  0.02
C -5.13864 0.91342 3.01786  -1.18
S -2.48164 2.54332 0.46146  1.52
O -2.79174 2.83122 -0.91294  -0.71
O -2.38494 3.68002 1.34926  -0.84
N -1.09064 1.66862 0.54956  0.79
C 0.07346 2.33542 0.30156  -0.51
C 0.14956 3.65972 -0.16554  -1.16
C 1.38016 4.18122 -0.48224  -0.73
C 2.52516 3.40132 -0.33044  -1.17
C 2.36976 2.12842 0.16396  -0.30
N 1.19146 1.62072 0.50946  1.12
H -7.11584 -1.66858 2.31246  0.40
H -8.00774 -0.17388 2.61316  0.36
H -6.93424 -0.83178 3.85836  0.37
H -6.23744 -0.61418 0.21736  0.40
H -4.37774 0.68362 -0.75094  0.21
H -3.45814 2.25612 3.09406  0.51
H -5.36594 1.00082 4.07076  0.33
H -0.75894 4.21802 -0.30864  0.66
H 1.44726 5.17982 -0.88574  0.38
H 3.49486 3.76902 -0.62064  0.53
H 3.20736 1.45012 0.29916  0.46
O 0.61176 -3.36358 -4.87614  -0.78
C 0.74646 -2.69408 -3.87194  1.18
C 1.95096 -2.79518 -2.89484  -0.49
O 3.02626 -3.24278 -3.19134  -0.68
C 1.45356 -2.38108 -1.55944  1.04
C 0.08206 -2.16678 -1.63004  -0.13
O -0.62904 -1.78678 -0.58474  0.44
C -0.43374 -2.22148 -2.96664  -0.78
O -1.54444 -1.94348 -3.36264  -0.73
O 2.15626 -2.26358 -0.50554  -0.62
F -1.64724 -0.53198 1.58936  0.16
As -2.15414 -2.20448 1.86466  1.87
F -3.53944 -1.53368 2.75966  -0.47
F -1.32114 -2.17968 3.44666  -0.44
F -2.93694 -3.80168 2.19176  -0.54
F -0.79094 -3.13768 1.34666  -0.50
F -2.99754 -2.06778 0.35506  -0.49
F 0.84826 3.89942 -3.33924  -0.47
C 1.26346 2.60352 -3.87354  2.60
C 2.66816 2.76892 -4.32454  0.15
F 3.56976 2.88032 -3.33174  -0.35
C 3.05816 2.89692 -5.64324  -0.30
C 2.04126 2.70742 -6.61654  0.22
C 0.73026 2.39192 -6.26884  0.48
F -0.13474 2.22682 -7.28154  -0.34
C 0.31546 2.26012 -4.96354  -1.24
C -1.07434 1.95432 -4.53924  0.74
C -2.30264 0.74542 -2.61464  1.12
N -2.41564 0.10202 -1.55024  0.00
C -1.80724 1.18662 -5.52904  -0.16
N -2.36384 0.60012 -6.33614  -0.66
F 2.34156 2.83232 -7.92374  -0.33
C 4.40176 3.20492 -6.02994  0.68
C 5.38546 3.58342 -5.11874  -0.02
N 6.24706 3.93192 -4.43364  -0.59
C 4.84696 3.23772 -7.34994  -0.02
N 5.31196 3.28892 -8.40544  -0.57
C 1.60806 -5.15988 0.48326  -0.97
Si 2.06296 -4.38878 2.16276  0.43
C 3.70216 -5.24068 2.72876  -1.29
C 0.78276 -4.79538 3.53016  -1.06
C 2.53896 -2.53238 2.20406  -1.22
Te 1.29786 -0.93748 1.33266  1.51
C 2.13856 0.33092 2.94036  -1.06
Si 0.94156 0.48482 4.41246  0.13
C 1.69486 1.87692 5.50516  -1.29
C 0.95936 -1.11278 5.46486  -0.83
C -0.81674 1.07322 3.97656  -0.58
H 1.68116 -6.24368 0.51436  0.53
H 2.27436 -4.80408 -0.29614  0.20
H 0.59536 -4.90088 0.19386  0.24
H 3.59236 -6.31988 2.74866  0.33
H 4.00136 -4.92638 3.72356  0.31
H 4.52086 -5.01048 2.05526  0.32
H 0.77156 -5.85998 3.74456  0.45
H -0.22694 -4.51118 3.23836  0.24
H 1.01366 -4.27468 4.45496  0.27
H 3.47566 -2.42518 1.65356  0.55
H 2.71436 -2.23558 3.23666  0.70
H 2.29616 1.32992 2.54866  0.53
H 3.10476 -0.06178 3.24556  0.86
H 2.73956 1.68812 5.72576  0.34
H 1.16576 1.96132 6.44896  0.32
H 1.62936 2.83852 5.00696  0.33
H 1.96756 -1.36428 5.78416  0.33
H 0.56036 -1.95218 4.90626  -0.12
H 0.35046 -0.98918 6.35556  0.44
H -0.83994 1.50622 2.97786  -0.22
H -1.16534 1.83412 4.66866  0.67
H -1.52964 0.25102 4.00996  0.18
Cl 1.31966 -0.70958 -4.28334  -0.44
C -1.10974 1.30772 -3.19644  0.10
Cl -1.99854 3.58672 -4.46374  -0.18
Cl -3.77784 1.07182 -3.49034  -0.27
C 0.05336 1.14552 -2.48414  -0.73
O 1.22476 1.75932 -2.77884  -0.15
O 0.16776 0.38392 -1.46084  0.93

---

[2]
A molecular structure, C39H33BI2InN14O3. Source: the Open Molecules 2025 dataset; level of theory: wB97M-V/def2-TZVPD.

Calculated values
relative energy (zero: lowest compared OMol25 entry of this formula, charge and spin)	0.0	kcal per mole
net charge	+2
spin multiplicity	2

Each line ends with the Mulliken charge.
Positions of all 93 atoms, in Å:
In 0.48376 -0.02783 -0.10848  2.52
C 3.33230 -2.30308 2.33464  -1.61
C 2.84408 -1.13734 1.75601  -0.48
N 1.75148 -1.40698 1.04293  0.06
N 1.51837 -2.73440 1.14127  0.76
C 2.45589 -3.29173 1.92261  -0.09
B 0.18885 -3.31390 0.57453  0.39
N -0.98101 -2.58200 1.30150  0.00
C -1.86271 -3.00729 2.22592  -0.14
C -2.77740 -2.00067 2.45700  -1.50
C -2.36041 -0.96093 1.62571  -0.50
N -1.27207 -1.30630 0.94729  0.04
N 0.04951 -2.99210 -0.94959  1.08
C -0.24642 -3.89132 -1.90592  0.07
C -0.58324 -3.21486 -3.05909  -1.79
C -0.47065 -1.86962 -2.71870  -0.44
N -0.07654 -1.74251 -1.45339  -0.40
N 0.13515 -4.80947 0.73055  0.12
C -0.92572 -5.66364 0.78169  -0.25
C -0.46034 -6.93116 0.56428  -0.96
C 0.92353 -6.76358 0.35946  -0.30
N 1.27660 -5.49606 0.44183  -1.08
H 4.19629 -2.41826 2.96463  0.53
H 3.22143 -0.12807 1.81176  0.46
H 2.44537 -4.34878 2.11838  0.65
H -1.78681 -3.98694 2.66450  0.86
H -3.62125 -2.02534 3.12363  0.50
H -2.77800 0.02624 1.51141  0.49
H -0.20565 -4.94840 -1.70313  0.46
H -0.88290 -3.63638 -4.00200  0.50
H -0.67838 -1.00113 -3.32123  0.63
H -1.93536 -5.31944 0.92398  0.64
H -1.03045 -7.84340 0.55567  0.46
H 1.66991 -7.51544 0.15795  0.47
O 1.60409 6.16901 4.75061  -0.58
N 0.91739 5.17892 4.67560  1.03
O 0.01396 4.89036 5.43276  -0.59
C 1.19002 4.24876 3.54943  -0.30
C 1.91375 4.75066 2.53381  -0.63
C 2.19494 3.95977 1.37641  1.11
C 3.03467 4.42020 0.34911  -0.77
C 3.30677 3.58855 -0.70384  -1.41
C 2.70229 2.33004 -0.73682  -0.12
N 1.87969 1.88422 0.19764  0.48
C 1.64234 2.68128 1.26607  -0.45
C 0.87080 2.14982 2.36767  -0.22
N 0.43733 0.88376 2.22637  0.39
C -0.06232 0.26392 3.27577  -0.12
C -0.22946 0.89636 4.50959  -1.63
C 0.11088 2.21676 4.64138  -0.67
C 0.69041 2.89362 3.54640  0.65
H 2.29030 5.76211 2.60098  0.61
H 3.47023 5.40935 0.41354  0.52
H 3.97011 3.88276 -1.50411  0.52
H 2.90924 1.65827 -1.55434  0.40
H -0.33691 -0.77442 3.14977  0.53
H -0.63270 0.34319 5.34581  0.53
H -0.03471 2.72834 5.57779  0.61
I -0.42236 2.40760 -4.82212  0.19
C 1.08107 1.02921 -4.53582  -0.26
C 1.81325 0.55366 -5.60334  -0.34
C 2.81829 -0.39667 -5.43087  -0.02
I 3.81761 -1.04527 -7.10338  0.23
C 3.14205 -0.89614 -4.12070  0.79
C 4.13294 -1.85801 -3.85586  -0.97
C 4.35240 -2.25501 -2.56198  -1.28
C 3.59635 -1.67964 -1.53466  -0.23
N 2.66115 -0.77334 -1.75478  0.54
C 2.42609 -0.40360 -3.02116  0.83
C 1.32749 0.55425 -3.20088  -0.66
O 0.62811 0.91724 -2.23344  -0.24
H 1.59841 0.91722 -6.59894  0.44
H 4.71006 -2.27962 -4.66750  0.22
H 5.09950 -2.99916 -2.32544  0.53
H 3.76137 -1.97271 -0.50483  0.30
N -1.16291 1.46432 -0.24609  -0.76
C -2.17165 2.02819 -0.33986  0.50
N -3.29124 2.66507 -0.43742  0.01
C -3.83833 3.06283 -1.75239  -0.59
C -5.24320 2.50338 -1.91182  -0.53
C -6.12321 2.88984 -0.72473  -0.74
C -5.50303 2.42361 0.59104  -0.55
C -4.10165 2.98965 0.75528  -0.70
H -3.15920 2.70042 -2.52272  0.20
H -3.84792 4.15545 -1.78690  0.33
H -5.18810 1.41444 -1.99717  0.27
H -5.66507 2.88042 -2.84418  0.35
H -7.11746 2.46046 -0.84170  0.35
H -6.25089 3.97678 -0.70224  0.33
H -5.45537 1.33072 0.61311  0.27
H -6.11045 2.73986 1.43976  0.38
H -3.59245 2.59244 1.63286  0.39
H -4.13191 4.07864 0.84585  0.37